Model 1:
{"formula": "C5H7NO2", "method": "the ωB97M-V functional and the def2-TZVPD basis", "smiles": "O=C1CNC1.C=C=O", "orbital_gap_ev": 9.6, "lumo_energy_ha": 0.0201, "e_homo_ha": -0.3312, "symbols": ["C", "C", "N", "C", "C", "C", "O", "O", "H", "H", "H", "H", "H", "H", "H"], "xyz": [[-0.05, 1.06, 0.36], [-0.11, 0.65, -1.78], [-0.99, 1.21, -0.75], [0.93, 0.22, -0.78], [-0.28, -1.59, 0.77], [0.02, -1.80, 2.02], [-0.41, -1.91, -0.37], [2.03, -0.20, -0.76], [-1.31, 2.15, -0.93], [0.56, 1.95, 0.58], [-0.55, 0.88, 1.31], [0.34, 1.36, -2.47], [-0.55, -0.19, -2.33], [0.96, -2.28, 2.28], [-0.60, -1.52, 2.85]]}



Model 2:
{"formula": "C5H7NO2", "method": "the ωB97M-V functional and the def2-TZVPD basis", "orbital_gap_ev": 7.5, "lumo_energy_ha": 0.0059, "e_homo_ha": -0.2694, "symbols": ["C", "C", "C", "C", "C", "N", "O", "O", "H", "H", "H", "H", "H", "H", "H"], "xyz": [[1.54, 1.88, 0.13], [-0.84, -2.33, -0.26], [1.24, 0.54, -0.48], [-0.73, -0.89, -0.40], [-1.47, 0.62, 0.56], [-0.20, 0.24, -0.48], [2.00, -0.17, -1.06], [-1.35, 0.84, 1.74], [-2.40, 0.76, -0.02], [1.36, 1.85, 1.20], [2.57, 2.14, -0.09], [0.87, 2.64, -0.28], [-0.78, -2.54, 0.81], [-1.80, -2.72, -0.61], [-0.01, -2.86, -0.75]]}



Model 3:
{"formula": "C5H7NO2", "method": "the ωB97M-V functional and the def2-TZVPD basis", "smiles": "CN/C=C\\C(=O)C=O", "orbital_gap_ev": 7.9, "lumo_energy_ha": -0.0480, "e_homo_ha": -0.3402, "symbols": ["C", "C", "C", "C", "C", "H", "H", "H", "H", "H", "H", "H", "N", "O", "O"], "xyz": [[-1.04, -1.16, 0.44], [-0.97, 1.18, -0.18], [0.41, 1.44, -0.03], [1.70, 0.67, -0.07], [1.72, -0.80, -0.31], [-2.01, -1.93, 0.48], [-0.82, -0.77, 1.70], [-0.27, -1.86, -0.14], [-2.48, 0.01, -0.67], [-1.82, 2.01, -0.17], [0.59, 2.48, 0.18], [0.68, -1.02, -0.73], [-1.43, -0.15, -0.47], [2.85, 1.24, 0.17], [2.88, -1.34, -0.20]]}



Model 4:
{"formula": "C5H7NO2", "method": "the ωB97M-V functional and the def2-TZVPD basis", "smiles": "C#CC1(N)[C@H](O)[C@H]1O", "orbital_gap_ev": 9.7, "lumo_energy_ha": 0.0203, "e_homo_ha": -0.3360, "symbols": ["C", "C", "C", "C", "C", "H", "H", "H", "H", "H", "H", "H", "N", "O", "O"], "xyz": [[0.04, -0.54, 0.16], [-1.21, -0.89, -0.32], [-2.36, -0.92, -0.74], [0.88, 0.35, -0.80], [0.07, 1.03, 0.32], [0.79, -0.92, 2.04], [1.65, -1.65, 0.42], [-3.49, -1.10, -0.55], [0.21, 0.48, -1.76], [2.65, 0.93, -0.88], [0.58, 1.13, 1.25], [-1.79, 1.34, 0.22], [0.77, -1.28, 1.04], [2.21, 0.02, -0.75], [-1.01, 2.02, 0.35]]}



Which is the most stable structure? model 1 is the most stable.



Model 1:
{"formula": "H18O9Xe", "method": "the ωB97M-V functional and the def2-TZVPD basis", "orbital_gap_ev": 9.9, "lumo_energy_ha": -0.0089, "e_homo_ha": -0.3738, "symbols": ["Xe", "O", "H", "H", "O", "H", "H", "O", "H", "H", "O", "H", "H", "O", "H", "H", "O", "H", "H", "O", "H", "H", "O", "H", "H", "O", "H", "H"], "xyz": [[0.63, 1.04, 0.01], [-2.79, -0.60, -1.79], [-2.45, -1.15, -1.09], [-3.71, -0.45, -1.56], [1.81, -0.51, 3.20], [1.79, -1.08, 3.97], [0.92, -0.15, 3.14], [-0.96, 0.50, 3.55], [-1.23, 1.41, 3.61], [-1.13, 0.14, 4.42], [1.37, 4.32, -1.41], [1.48, 5.24, -1.17], [2.25, 3.95, -1.34], [-1.85, -2.39, 0.52], [-0.96, -2.38, 0.89], [-2.38, -1.94, 1.17], [2.64, -2.09, -0.96], [3.37, -1.55, -0.65], [1.94, -1.93, -0.34], [-0.97, 3.12, -2.96], [-1.01, 2.16, -3.00], [-0.07, 3.31, -2.72], [1.00, -2.29, 1.25], [1.38, -1.66, 1.86], [1.03, -3.13, 1.72], [-0.55, -0.27, -3.52], [-0.13, -1.12, -3.65], [-1.41, -0.49, -3.15]]}



Model 2:
{"formula": "H18O9Xe", "method": "the ωB97M-V functional and the def2-TZVPD basis", "orbital_gap_ev": 9.8, "lumo_energy_ha": -0.0095, "e_homo_ha": -0.3679, "symbols": ["Xe", "O", "H", "H", "O", "H", "H", "O", "H", "H", "O", "H", "H", "O", "H", "H", "O", "H", "H", "O", "H", "H", "O", "H", "H", "O", "H", "H"], "xyz": [[0.31, -0.62, 0.77], [0.51, -0.48, 4.36], [0.34, -1.38, 4.10], [0.05, 0.05, 3.71], [0.11, 2.45, 2.49], [0.41, 3.09, 3.14], [-0.84, 2.41, 2.61], [3.35, -0.39, -1.03], [4.30, -0.49, -1.08], [3.19, -0.06, -0.15], [0.34, -3.75, -1.18], [-0.28, -4.36, -0.79], [0.61, -4.16, -2.00], [-1.33, 1.35, -1.53], [-1.80, 1.23, -0.70], [-1.35, 0.49, -1.94], [-2.60, 2.00, 1.04], [-3.29, 1.33, 1.10], [-2.81, 2.61, 1.75], [1.77, -1.63, -2.89], [2.19, -1.18, -2.16], [1.11, -2.19, -2.48], [-1.93, -1.09, -2.52], [-1.79, -1.89, -2.01], [-2.86, -0.89, -2.40], [1.13, 2.66, -0.13], [0.48, 2.44, -0.80], [0.70, 2.44, 0.70]]}



Which is the most stable structure? model 1 is the most stable.



Model 1:
{"formula": "C55H50I2KN4O4P2S", "method": "the ωB97M-V functional and the def2-TZVPD basis", "orbital_gap_ev": 6.2, "charge": -1, "lumo_energy_ha": 0.0726, "e_homo_ha": -0.1534, "symbols": ["K", "I", "C", "C", "C", "I", "C", "O", "C", "C", "N", "C", "C", "C", "C", "C", "C", "N", "C", "H", "H", "H", "H", "H", "H", "H", "H", "H", "H", "H", "C", "S", "C", "C", "C", "N", "P", "C", "C", "C", "C", "C", "C", "C", "C", "C", "C", "C", "C", "P", "C", "C", "C", "C", "C", "C", "C", "C", "C", "C", "C", "C", "H", "H", "H", "H", "H", "H", "H", "H", "H", "H", "H", "H", "H", "H", "H", "H", "H", "H", "H", "H", "H", "H", "H", "H", "H", "H", "H", "H", "H", "N", "C", "C", "C", "C", "C", "C", "C", "H", "H", "H", "H", "H", "O", "C", "C", "C", "C", "C", "C", "C", "O", "O", "H", "H", "H", "H", "H"], "xyz": [[-0.50, -2.10, 0.01], [-7.07, -6.84, -0.88], [-5.62, -5.32, -0.93], [-4.67, -5.32, -1.93], [-3.73, -4.30, -1.94], [-2.26, -4.26, -3.43], [-3.68, -3.26, -0.98], [-2.80, -2.33, -1.00], [-4.70, -3.32, 0.03], [-4.70, -2.24, 1.07], [-3.72, -2.49, 2.13], [-3.71, -1.42, 3.11], [-2.43, -1.43, 3.92], [-2.42, -0.98, 5.24], [-1.22, -0.95, 5.92], [-0.07, -1.38, 5.28], [-0.17, -1.82, 3.97], [-1.32, -1.84, 3.30], [-5.63, -4.33, 0.04], [-4.65, -6.09, -2.68], [-5.69, -2.19, 1.54], [-4.51, -1.27, 0.59], [-2.78, -2.51, 1.76], [-4.56, -1.51, 3.79], [-3.79, -0.42, 2.63], [-3.34, -0.67, 5.71], [-1.18, -0.59, 6.95], [0.89, -1.37, 5.78], [0.69, -2.18, 3.43], [-6.38, -4.34, 0.83], [3.05, 3.28, -2.20], [2.06, 4.79, -2.15], [1.47, 4.81, -0.43], [0.14, 4.11, -0.18], [0.20, 2.63, -0.53], [-0.98, 1.85, -0.17], [-1.32, 1.28, 1.43], [0.31, 1.51, 2.25], [0.68, 2.64, 2.97], [1.93, 2.73, 3.55], [2.84, 1.68, 3.42], [2.48, 0.55, 2.71], [1.22, 0.46, 2.14], [-2.26, 2.64, 2.23], [-2.75, 3.75, 1.56], [-3.55, 4.68, 2.23], [-3.86, 4.50, 3.56], [-3.38, 3.38, 4.24], [-2.60, 2.46, 3.58], [-2.16, 1.37, -1.33], [-2.53, 2.95, -2.20], [-3.71, 3.61, -1.84], [-4.03, 4.84, -2.38], [-3.18, 5.44, -3.29], [-2.01, 4.79, -3.68], [-1.70, 3.55, -3.14], [-1.16, 0.54, -2.62], [-1.73, 0.31, -3.88], [-1.06, -0.44, -4.83], [0.19, -0.98, -4.54], [0.76, -0.77, -3.30], [0.09, -0.01, -2.35], [3.62, 3.32, -3.13], [2.43, 2.38, -2.18], [3.74, 3.25, -1.36], [1.39, 5.87, -0.18], [2.25, 4.38, 0.20], [-0.65, 4.60, -0.76], [-0.11, 4.23, 0.87], [1.09, 2.19, -0.06], [0.35, 2.54, -1.61], [-0.02, 3.46, 3.09], [2.20, 3.62, 4.11], [3.82, 1.76, 3.88], [3.16, -0.29, 2.59], [0.97, -0.46, 1.62], [-2.50, 3.90, 0.52], [-3.92, 5.55, 1.69], [-4.48, 5.22, 4.08], [-3.63, 3.24, 5.28], [-2.23, 1.58, 4.11], [-4.37, 3.13, -1.13], [-4.95, 5.34, -2.09], [-3.43, 6.41, -3.72], [-1.35, 5.25, -4.40], [-0.79, 3.06, -3.46], [-2.71, 0.70, -4.10], [-1.52, -0.63, -5.79], [0.70, -1.59, -5.28], [1.72, -1.21, -3.05], [0.53, 0.15, -1.37], [3.06, 0.15, -0.60], [3.70, -0.39, -1.40], [4.51, -1.00, -2.41], [4.69, -0.33, -3.62], [5.45, -0.91, -4.62], [6.03, -2.16, -4.41], [5.84, -2.83, -3.21], [5.09, -2.25, -2.20], [4.22, 0.63, -3.77], [5.59, -0.40, -5.56], [6.61, -2.62, -5.20], [6.28, -3.80, -3.05], [4.93, -2.77, -1.27], [4.25, -2.39, 2.15], [4.49, -3.43, 1.30], [5.79, -3.93, 1.19], [6.08, -4.98, 0.34], [5.07, -5.55, -0.42], [3.79, -5.03, -0.33], [3.46, -3.97, 0.52], [2.01, -3.48, 0.50], [1.39, -3.74, -0.55], [1.58, -2.87, 1.51], [5.08, -2.16, 2.57], [6.58, -3.48, 1.79], [7.09, -5.36, 0.28], [5.27, -6.38, -1.09], [2.98, -5.41, -0.93]]}



Model 2:
{"formula": "C55H50I2KN4O4P2S", "method": "the ωB97M-V functional and the def2-TZVPD basis", "orbital_gap_ev": 6.4, "charge": -1, "lumo_energy_ha": 0.0736, "e_homo_ha": -0.1628, "symbols": ["K", "I", "C", "C", "C", "I", "C", "O", "C", "C", "N", "C", "C", "C", "C", "C", "C", "N", "C", "H", "H", "H", "H", "H", "H", "H", "H", "H", "H", "H", "C", "S", "C", "C", "C", "N", "P", "C", "C", "C", "C", "C", "C", "C", "C", "C", "C", "C", "C", "P", "C", "C", "C", "C", "C", "C", "C", "C", "C", "C", "C", "C", "H", "H", "H", "H", "H", "H", "H", "H", "H", "H", "H", "H", "H", "H", "H", "H", "H", "H", "H", "H", "H", "H", "H", "H", "H", "H", "H", "H", "H", "N", "C", "C", "C", "C", "C", "C", "C", "H", "H", "H", "H", "H", "O", "C", "C", "C", "C", "C", "C", "C", "O", "O", "H", "H", "H", "H", "H"], "xyz": [[-0.87, 0.51, 1.38], [5.85, -6.27, 2.00], [4.78, -4.56, 1.42], [4.60, -4.28, 0.08], [3.87, -3.16, -0.27], [3.74, -2.66, -2.31], [3.24, -2.27, 0.67], [2.54, -1.27, 0.34], [3.55, -2.57, 2.04], [3.18, -1.56, 3.09], [1.83, -1.01, 3.05], [0.81, -1.83, 3.68], [-0.44, -1.07, 4.11], [-1.55, -1.79, 4.55], [-2.63, -1.10, 5.08], [-2.59, 0.28, 5.14], [-1.46, 0.91, 4.65], [-0.40, 0.26, 4.15], [4.27, -3.70, 2.39], [5.03, -4.91, -0.68], [3.88, -0.72, 3.03], [3.33, -2.01, 4.08], [1.62, -0.84, 2.07], [1.25, -2.25, 4.59], [0.50, -2.70, 3.07], [-1.55, -2.87, 4.50], [-3.51, -1.65, 5.42], [-3.43, 0.86, 5.51], [-1.38, 1.99, 4.67], [4.46, -3.89, 3.44], [2.21, -1.65, -5.46], [1.70, -0.15, -6.35], [2.45, 1.14, -5.32], [1.53, 1.73, -4.24], [1.32, 0.72, -3.12], [0.58, 1.20, -1.95], [1.25, 2.07, -0.62], [3.04, 1.68, -0.54], [3.96, 1.85, -1.58], [5.30, 1.55, -1.40], [5.75, 1.09, -0.16], [4.86, 0.94, 0.88], [3.51, 1.22, 0.69], [1.36, 3.82, -1.26], [0.33, 4.31, -2.06], [0.32, 5.62, -2.49], [1.34, 6.49, -2.12], [2.36, 6.02, -1.30], [2.37, 4.70, -0.87], [-1.02, 0.65, -1.62], [-1.95, 1.26, -3.08], [-2.73, 2.40, -2.84], [-3.41, 3.03, -3.88], [-3.31, 2.52, -5.17], [-2.56, 1.38, -5.42], [-1.89, 0.75, -4.38], [-0.96, -1.15, -1.99], [-2.14, -1.84, -2.26], [-2.15, -3.23, -2.34], [-0.97, -3.94, -2.16], [0.21, -3.26, -1.90], [0.22, -1.88, -1.81], [1.88, -2.50, -6.06], [1.74, -1.72, -4.48], [3.29, -1.68, -5.35], [2.77, 1.93, -6.00], [3.34, 0.71, -4.86], [0.56, 1.99, -4.68], [1.97, 2.65, -3.86], [2.28, 0.31, -2.80], [0.76, -0.12, -3.52], [3.64, 2.27, -2.53], [5.99, 1.68, -2.22], [6.79, 0.84, -0.03], [5.20, 0.58, 1.85], [2.80, 1.06, 1.50], [-0.47, 3.64, -2.36], [-0.49, 5.98, -3.13], [1.34, 7.52, -2.46], [3.16, 6.69, -0.99], [3.18, 4.35, -0.24], [-2.82, 2.76, -1.82], [-4.01, 3.91, -3.68], [-3.83, 3.01, -5.99], [-2.47, 0.99, -6.42], [-1.30, -0.14, -4.59], [-3.07, -1.30, -2.38], [-3.08, -3.75, -2.54], [-0.98, -5.02, -2.23], [1.13, -3.81, -1.75], [1.15, -1.38, -1.56], [-1.34, -2.07, 1.05], [-1.85, -3.04, 1.40], [-2.47, -4.25, 1.86], [-3.77, -4.22, 2.35], [-4.35, -5.38, 2.81], [-3.64, -6.58, 2.79], [-2.34, -6.61, 2.30], [-1.75, -5.44, 1.83], [-4.30, -3.27, 2.36], [-5.37, -5.36, 3.19], [-4.10, -7.49, 3.15], [-1.79, -7.54, 2.28], [-0.74, -5.45, 1.44], [-1.72, 3.92, 2.69], [-3.00, 3.80, 3.16], [-3.53, 4.71, 4.07], [-4.81, 4.53, 4.57], [-5.56, 3.43, 4.18], [-5.01, 2.52, 3.29], [-3.75, 2.70, 2.75], [-3.17, 1.68, 1.77], [-3.09, 0.50, 2.20], [-2.79, 2.09, 0.66], [-1.35, 4.75, 3.00], [-2.93, 5.55, 4.39], [-5.21, 5.25, 5.28], [-6.56, 3.28, 4.58], [-5.57, 1.64, 2.99]]}



Which is the most stable structure? model 1 is the most stable.